(1)
The following is a DFT calculation (the ωB97M-V functional and the def2-TZVPD basis) of a 2-piece molecular cluster, C3H3O5P overall in a non-equilibrium geometry.

```
12
Properties=species:S:1:pos:R:3:forces:R:3:nbo_charge:R:1
C -0.4566 0.8743 0.7668 -0.7 -2.7 -0.2 0.4398
C 0.5374 -2.3814 0.0343 0.6 1.1 -0.8 -0.1935
C 0.8519 -0.9592 -0.1285 1.8 2.1 -1.5 -0.1904
O 0.5016 2.9622 -0.9985 -0.9 -1.2 0.7 -1.2044
O -1.3750 3.2387 0.6903 -0.7 1.2 2.2 -1.2083
O -1.1028 0.3112 1.5531 0.9 0.8 -0.2 -0.5484
O -1.8237 1.8122 -1.3007 0.7 -0.7 0.1 -1.1814
O 1.5039 -1.7899 0.8657 0.7 -0.8 0.9 -0.5976
P -0.7902 2.4208 -0.3802 1.0 1.5 -3.0 2.3249
H -0.3312 -2.5447 0.5526 -2.4 -0.8 1.1 0.1448
H 0.7656 -3.1058 -0.7246 0.7 -0.5 -0.2 0.1270
H 1.7190 -0.8385 -0.9302 -1.8 0.1 0.8 0.0874
```
Positions in Å, forces in eV/Å.

Computed properties:
**HOMO-LUMO gap**: 6.16 eV
**Net charge**: -2
**2S+1**: 1



(2)
The following is a DFT calculation (the ωB97M-V functional and the def2-TZVPD basis) of an isolated ion of composition C3H3O6P2 and charge -1 in a non-equilibrium geometry.

```
14
Properties=species:S:1:pos:R:3:forces:R:3:nbo_charge:R:1
C -0.8813 -0.2074 -0.3854 -1.8 2.3 -2.9 -0.2763
C 0.4160 -0.2360 -0.6807 -1.9 0.8 0.7 -0.3289
C 1.1784 -1.3734 -0.2112 2.4 -0.7 1.0 0.2519
O 4.8367 1.7921 -0.0449 1.6 0.2 0.1 -1.0991
O 0.7245 -2.4426 0.0793 -1.0 -0.8 0.0 -0.5164
O 3.8946 -2.5411 0.1654 -2.4 2.4 -0.2 -1.0530
O 2.2933 1.8412 0.0465 -1.6 0.8 -0.2 -1.1474
O 3.3930 -0.1700 1.1841 0.0 0.7 -1.1 -1.0484
O 3.4825 -0.2383 -1.2030 -0.6 0.6 3.1 -1.0557
P 3.0781 -1.2611 0.0645 2.6 -1.2 -1.8 2.1658
P 3.5552 1.1319 -0.0060 -0.1 -2.5 -0.5 2.4660
H -1.6642 0.5642 -0.8552 2.3 -1.1 1.3 0.1832
H -1.4214 -1.0051 -0.0177 -0.6 -1.9 1.2 0.1827
H 0.8186 0.6872 -0.9945 1.1 0.4 -0.7 0.2756
```
Positions in Å, forces in eV/Å.

Computed properties:
**HOMO-LUMO gap**: 9.08 eV
**Net charge**: -1
**2S+1**: 1



(3)
The following is a DFT calculation (the ωB97M-V functional and the def2-TZVPD basis) of the molecule C3H3OPS in a non-equilibrium geometry.

```
9
Properties=species:S:1:pos:R:3:forces:R:3:nbo_charge:R:1
C 0.1045 -0.1662 -0.4148 -0.2 0.1 1.4 -0.3629
C -0.0844 0.6903 0.6020 1.5 1.6 -3.1 -0.4333
P 0.2964 2.6674 0.3123 0.0 -0.8 1.2 0.3564
S -0.5101 3.1706 -1.6084 -1.3 -0.3 -0.8 0.0522
C 1.0496 3.6823 -1.3215 -0.3 -0.9 1.3 0.2561
O 1.8534 4.4540 -1.6689 0.9 0.0 -0.2 -0.4793
H -0.3808 -1.1060 -0.5000 -0.6 -1.0 0.6 0.1921
H 0.8213 -0.1271 -1.2007 0.4 1.2 -0.6 0.1997
H -0.6645 0.5000 1.4808 -0.4 0.0 0.3 0.2190
```
Positions in Å, forces in eV/Å.

Computed properties:
**SMILES string**: C=CP1SC1=O
**HOMO-LUMO gap**: 8.20 eV
**Net charge**: 0
**2S+1**: 1



Energy above the lowest of the compared OMol25 structures with the same formula, charge and spin values, unit kJ/mol, following the record order: 405.7 0.0 136.7.